(1)
Computed, not measured: a cluster of 3 separate species, C13H16N2O5 in total, with ωB97M-V with the def2-TZVPD basis set.

Values from the calculation:
- LUMO energy (spin up / spin down): -3.324 / -6.900 eV
- Multiplicity: 2
- Net charge: +1

Element x y z (Å)
1 C -5.75326 2.89514 -2.13399
2 C -4.47367 2.38542 -2.51167
3 C -3.76361 1.73295 -1.61948
4 C -4.24729 1.51406 -0.33331
5 C -5.46310 2.08208 0.11161
6 C -6.21903 2.79519 -0.83221
7 O -7.39437 3.46260 -0.48635
8 O -2.53284 1.28758 -1.99329
9 H -6.34972 3.52096 -2.78129
10 H -4.12440 2.50242 -3.52692
11 H -3.73359 1.07120 0.50716
12 H -5.98727 2.08308 1.05588
13 H -7.76034 3.31611 0.38898
14 H -2.49092 0.98231 -2.90250
15 C 6.46029 -2.91262 1.53035
16 C 5.26850 -3.59227 1.59148
17 C 3.99592 -2.99116 1.31063
18 C 3.95554 -1.65805 0.89742
19 C 5.12261 -0.99218 0.71553
20 C 6.34908 -1.57797 1.10009
21 O 7.40139 -0.70643 1.24293
22 O 2.80751 -3.62015 1.53416
23 H 7.38084 -3.33909 1.90065
24 H 5.31678 -4.62591 1.90078
25 H 3.05942 -1.06311 0.80038
26 H 5.18072 0.05753 0.46829
27 H 7.36261 0.25052 1.17691
28 H 2.16952 -2.93078 1.33583
29 C 0.04169 -0.48077 0.37291
30 O 0.73588 -1.24916 0.96693
31 N -1.24652 -0.57301 0.14497
32 N 0.61260 0.37824 -0.47420
33 H -1.66278 0.16531 -0.40431
34 H -1.67866 -1.33721 0.64432
35 H 0.07202 0.99481 -1.06387
36 H 1.58829 0.17253 -0.63488

Cartesian forces, eV/Å:
C 0.52 0.48 -0.07
C -4.08 2.12 -1.47
C 0.92 -1.45 1.78
C -1.24 0.78 2.22
C -0.29 0.52 -2.24
C -0.18 0.04 0.60
O 0.68 -0.13 -1.26
O 1.78 -0.88 0.82
H 0.08 -0.18 -0.42
H 0.02 0.18 -0.06
H 0.74 -0.48 -0.50
H 0.96 -0.69 0.67
H 0.52 -0.43 0.14
H -0.34 0.12 -0.08
C -1.05 0.14 -0.10
C 0.22 -0.81 0.06
C -1.35 -1.13 0.72
C 0.57 1.63 -0.55
C 0.07 -0.13 0.38
C 1.67 3.28 0.45
O 0.03 -3.20 0.21
O 3.14 0.55 -0.32
H 0.06 0.03 -0.23
H -0.33 -0.08 0.13
H -0.57 -0.54 -0.05
H -0.35 0.04 -0.18
H -1.02 0.14 -0.40
H -1.44 0.33 -0.08
C -0.06 0.38 -3.26
O 1.88 -2.54 2.85
N -1.74 -0.57 1.38
N 1.68 1.97 -0.64
H -0.82 -0.57 0.04
H -0.77 0.56 -0.25
H 0.42 -0.15 -0.05
H -0.34 0.68 -0.25


(2)
Computed, not measured: a structure of composition C35H45MgPS4, with ωB97M-V with the def2-TZVPD basis set.

Values from the calculation:
- LUMO energy: 0.246 eV
- Energy relative to the best compared isomer or geometry (same formula, charge and spin): 54.51 kJ/mol
- Multiplicity: 1
- Net charge: 0

Element x y z (Å)
1 Mg -0.34498 0.70015 -0.78214
2 C -4.76164 0.41643 -1.59780
3 C -4.81530 1.08250 -0.23649
4 S -3.69885 0.34386 1.00153
5 C -4.62172 -1.18134 1.42036
6 C -3.68875 -2.30367 1.83357
7 S -2.27467 -2.56698 0.71572
8 C -3.12830 -3.16628 -0.79077
9 C -2.12453 -3.44675 -1.89533
10 S -0.98289 -2.04054 -2.23111
11 C -1.70174 -1.29790 -3.72903
12 C -3.10023 -0.74070 -3.55587
13 S -3.11377 0.65868 -2.37568
14 H -5.51585 0.86064 -2.25118
15 H -4.94904 -0.65645 -1.52672
16 H -5.82818 1.04981 0.16900
17 H -4.49037 2.11979 -0.31839
18 H -5.20527 -1.46249 0.54763
19 H -5.30462 -0.94887 2.23806
20 H -4.23742 -3.24272 1.91977
21 H -3.21697 -2.08019 2.78929
22 H -3.85288 -2.41199 -1.09635
23 H -3.65900 -4.08355 -0.52938
24 H -2.63224 -3.70038 -2.82450
25 H -1.48260 -4.27950 -1.61037
26 H -1.69502 -2.04352 -4.52738
27 H -0.99384 -0.49897 -3.96287
28 H -3.78642 -1.50256 -3.18756
29 H -3.46659 -0.36717 -4.51351
30 C -1.45109 0.92375 4.11115
31 C -0.17600 0.21746 4.44755
32 C 0.12222 -0.15436 5.74927
33 C 1.31373 -0.78761 6.05806
34 C 2.22262 -1.06863 5.05469
35 C 1.94101 -0.71004 3.74989
36 C 0.75573 -0.05519 3.43582
37 P 0.30354 0.44779 1.73886
38 C 1.72084 -0.34319 0.84979
39 C 1.39266 -1.67803 0.60377
40 C 2.31503 -2.57431 0.09935
41 C 3.60520 -2.14553 -0.15953
42 C 3.93844 -0.82260 0.06673
43 C 3.01418 0.09811 0.54939
44 C 3.44474 1.51487 0.74514
45 C 0.58782 2.24711 1.85782
46 C 1.37284 2.82196 2.85093
47 C 1.59274 4.18867 2.87711
48 C 1.03747 4.98750 1.88609
49 C 0.21294 4.43565 0.93094
50 C -0.08628 3.06513 0.92211
51 C -1.08622 2.51902 0.02688
52 H -2.15820 0.89474 4.93783
53 H -1.91205 0.47262 3.22910
54 H -1.24568 1.96779 3.86763
55 H -0.58312 0.04845 6.54301
56 H 1.53640 -1.06104 7.07887
57 H 3.15221 -1.56815 5.28274
58 H 2.65473 -0.93736 2.97177
59 H 0.39221 -2.01793 0.85521
60 H 2.04580 -3.60673 -0.07342
61 H 4.34480 -2.83341 -0.54794
62 H 4.95573 -0.49662 -0.10565
63 H 4.45970 1.65805 0.38496
64 H 3.41419 1.77757 1.79995
65 H 2.77982 2.18357 0.20025
66 H 1.80424 2.19895 3.62575
67 H 2.19722 4.62914 3.65722
68 H 1.21646 6.05432 1.88579
69 H -0.25384 5.07556 0.19141
70 H -1.54055 3.29220 -0.59690
71 H -1.87150 2.03525 0.61338
72 C 2.80410 1.07770 -5.21141
73 C 2.87480 0.02742 -4.09594
74 C 4.21626 0.11720 -3.36054
75 C 2.69893 -1.37934 -4.67984
76 C 1.79542 0.28949 -3.14276
77 C 0.87424 0.51675 -2.39690
78 H 3.51464 0.84941 -6.00450
79 H 3.01900 2.06885 -4.81376
80 H 1.80688 1.10390 -5.64753
81 H 5.04415 -0.06731 -4.04449
82 H 4.25095 -0.62595 -2.56641
83 H 4.33542 1.10083 -2.91002
84 H 3.47580 -1.59169 -5.41354
85 H 1.73043 -1.46603 -5.16921
86 H 2.74988 -2.12508 -3.88843

Cartesian forces, eV/Å:
Mg -0.83 -0.01 -0.68
C 0.41 0.08 -0.32
C 0.26 -0.25 0.37
S -0.31 -0.12 -0.02
C 0.09 0.56 -0.15
C 0.42 -0.14 -0.40
S -0.20 -0.35 -0.12
C 0.00 0.14 0.52
C 0.32 0.61 0.08
S 0.03 -0.29 -0.16
C 0.11 -0.16 0.34
C -0.10 0.47 0.15
S -0.26 -0.26 0.04
H -0.02 -0.08 0.03
H -0.03 0.04 0.02
H -0.01 0.16 -0.12
H -0.11 0.07 0.08
H -0.10 -0.10 -0.06
H -0.09 -0.12 -0.03
H -0.04 0.05 0.15
H -0.03 -0.05 0.10
H 0.02 0.02 -0.07
H -0.08 -0.02 -0.06
H -0.03 -0.08 -0.04
H -0.01 -0.04 -0.04
H 0.06 0.09 -0.01
H 0.03 -0.11 -0.11
H -0.05 -0.03 -0.04
H -0.04 -0.15 -0.02
C -0.05 0.03 0.07
C 0.05 -0.02 -0.05
C 0.01 -0.01 0.14
C 0.09 -0.03 0.02
C 0.08 -0.03 0.11
C -0.03 0.09 -0.16
C -0.37 -0.34 0.13
P 0.87 0.18 0.57
C -0.15 -0.18 -0.13
C -0.10 -0.06 -0.02
C 0.12 -0.21 -0.03
C -0.13 -0.04 -0.03
C 0.00 0.02 0.12
C 0.12 0.05 0.01
C 0.01 0.03 0.00
C -0.14 0.17 -0.03
C -0.03 0.18 0.08
C 0.16 -0.07 0.18
C 0.04 0.00 0.00
C 0.06 0.03 -0.07
C 0.18 0.28 0.52
C -0.43 -0.29 -0.46
H -0.03 -0.02 0.02
H -0.10 0.08 0.03
H -0.09 0.06 -0.03
H -0.13 0.07 0.01
H -0.03 -0.03 0.10
H 0.09 -0.04 0.03
H 0.05 -0.04 -0.03
H 0.04 -0.06 -0.09
H -0.10 -0.04 -0.01
H 0.02 -0.02 0.02
H 0.01 0.09 -0.11
H 0.09 0.01 -0.06
H 0.00 0.15 0.00
H 0.03 0.17 0.08
H 0.08 0.00 -0.04
H 0.05 0.00 0.05
H 0.04 0.06 0.00
H -0.05 -0.03 0.00
H 0.06 -0.13 -0.08
H -0.10 0.12 0.09
C -0.01 -0.03 0.00
C 0.09 0.03 -0.06
C -0.04 -0.07 -0.06
C -0.02 0.08 0.02
C 0.54 -0.15 -0.61
C -0.50 0.02 0.51
H 0.16 -0.01 -0.05
H 0.01 0.04 0.00
H -0.07 -0.03 -0.02
H 0.09 0.03 -0.10
H 0.02 -0.02 0.01
H 0.05 0.08 0.02
H 0.11 0.00 -0.06
H -0.08 -0.03 -0.04
H -0.02 -0.06 0.05


(3)
Computed, not measured: a cluster of 4 separate species, C25H58BF3N3OS in total, with ωB97M-V with the def2-TZVPD basis set.

Values from the calculation:
- LUMO energy: -4.208 eV
- Multiplicity: 1
- Net charge: +1

Element x y z (Å)
1 C 7.15824 2.63416 -0.90281
2 C 7.34106 2.34907 -2.41901
3 B 6.42847 3.24925 -3.29149
4 O 6.81027 4.41035 -3.89888
5 N 4.94753 2.84324 -3.52581
6 C 3.96560 3.63449 -3.13327
7 N 4.31534 4.87707 -2.63572
8 N 2.64374 3.20976 -3.17674
9 C 2.06555 2.81936 -1.82970
10 C 1.92768 1.30213 -1.64377
11 C 0.88029 0.95909 -0.59661
12 S -0.74706 1.56938 -1.11257
13 C 4.71391 1.53921 -4.14831
14 F 3.74693 1.57447 -5.04974
15 F 5.85525 1.21811 -4.75882
16 F 4.44628 0.62151 -3.22444
17 H 6.18131 3.05927 -0.65713
18 H 7.94076 3.28927 -0.51655
19 H 7.23745 1.69990 -0.34352
20 H 7.06686 1.30380 -2.59313
21 H 8.37728 2.47126 -2.73462
22 H 7.19182 5.03348 -3.26537
23 H 3.50496 5.34823 -2.24487
24 H 4.73599 5.48632 -3.33457
25 H 2.08814 3.98303 -3.53192
26 H 2.68905 3.22144 -1.02337
27 H 1.09280 3.30631 -1.73990
28 H 1.71223 0.86038 -2.61758
29 H 2.88640 0.91923 -1.28519
30 H 0.82463 -0.12784 -0.51056
31 H 1.16875 1.36449 0.37565
32 H -1.55190 0.86054 -0.31644
33 C -1.89228 -2.27904 -7.30664
34 C -0.72439 -3.02621 -6.66933
35 C -0.84819 -3.17213 -5.15344
36 C -0.87921 -1.85192 -4.38165
37 C 0.33228 -0.95173 -4.61127
38 C 1.65213 -1.57543 -4.16147
39 H -1.96477 -1.25259 -6.94323
40 H -1.77989 -2.23439 -8.39017
41 H -2.83763 -2.78028 -7.09112
42 H 0.21403 -2.52549 -6.92525
43 H -0.66193 -4.02534 -7.10640
44 H -0.02462 -3.79191 -4.78755
45 H -1.76258 -3.72652 -4.92372
46 H -0.95790 -2.07490 -3.31251
47 H -1.78516 -1.29734 -4.63845
48 H 0.18352 -0.02227 -4.05112
49 H 0.39654 -0.66640 -5.66453
50 H 1.62192 -1.84225 -3.10208
51 H 2.46863 -0.86574 -4.30970
52 H 1.90243 -2.46737 -4.73598
53 C -0.67489 0.95886 3.30125
54 C 0.51150 -0.00210 3.31548
55 C 0.15470 -1.41256 2.84899
56 C -0.88808 -2.12292 3.71203
57 C -0.51916 -2.26077 5.18770
58 C 0.73730 -3.09263 5.42679
59 H -1.46362 0.64356 3.98467
60 H -0.36415 1.96135 3.59855
61 H -1.10320 1.02351 2.29808
62 H 0.94584 -0.03338 4.31755
63 H 1.29582 0.38963 2.65901
64 H 1.06633 -2.01496 2.80282
65 H -0.22373 -1.36228 1.82091
66 H -1.06173 -3.11972 3.29534
67 H -1.84308 -1.59527 3.63551
68 H -1.35877 -2.72982 5.70671
69 H -0.39806 -1.27285 5.64114
70 H 0.62613 -4.09458 5.00767
71 H 0.93661 -3.19786 6.49340
72 H 1.61882 -2.63448 4.97474
73 C -5.00289 -2.62246 5.95955
74 C -4.99629 -1.79801 4.67574
75 C -4.88456 -0.29383 4.91822
76 C -6.04037 0.31877 5.71076
77 C -7.42207 0.10549 5.09498
78 C -7.57810 0.73708 3.71489
79 H -5.86485 -2.38927 6.58562
80 H -5.04098 -3.68932 5.73637
81 H -4.09967 -2.43690 6.54536
82 H -5.89222 -2.02387 4.09151
83 H -4.14719 -2.10992 4.06071
84 H -4.79273 0.21515 3.95378
85 H -3.95057 -0.09082 5.45420
86 H -5.85961 1.39341 5.81265
87 H -6.03904 -0.08272 6.72749
88 H -8.16795 0.53565 5.76765
89 H -7.64822 -0.96259 5.03716
90 H -7.38490 1.81122 3.75451
91 H -8.58961 0.59405 3.33348
92 H -6.89130 0.29765 2.98945

Cartesian forces, eV/Å:
C 0.19 -0.26 0.16
C -0.47 -0.19 0.08
B 0.69 0.08 -0.21
O -1.18 0.07 0.68
N -0.03 0.20 -0.08
C 0.11 0.10 -0.06
N -1.16 -0.25 -0.97
N 0.31 0.44 0.72
C 0.06 -0.44 0.24
C 0.28 0.57 -0.09
C -0.07 -0.53 0.15
S -0.15 0.34 -0.35
C -0.18 0.11 -0.06
F 0.26 -0.04 0.26
F -0.11 -0.03 -0.01
F 0.03 0.14 -0.23
H 0.06 0.07 -0.02
H -0.19 0.11 -0.10
H 0.01 0.11 -0.03
H 0.13 0.07 -0.02
H 0.01 -0.02 0.10
H 0.72 -0.13 -0.37
H 0.08 -0.06 0.08
H 0.63 -0.19 0.27
H 0.00 -0.05 -0.02
H -0.05 0.10 -0.06
H 0.09 -0.02 -0.22
H -0.13 -0.14 0.13
H -0.06 -0.17 -0.16
H 0.06 0.11 0.08
H -0.11 0.01 -0.02
H 0.18 -0.14 0.17
C 0.08 -0.01 -0.02
C -0.09 -0.01 -0.01
C 0.04 -0.01 0.01
C -0.03 0.01 -0.01
C 0.05 -0.01 0.18
C 0.00 0.17 -0.18
H -0.02 0.00 0.01
H -0.02 0.00 -0.01
H -0.02 0.02 0.02
H 0.01 -0.01 0.01
H 0.03 0.00 -0.01
H 0.00 0.01 0.01
H -0.01 -0.01 -0.01
H 0.01 0.01 0.01
H 0.00 -0.01 0.00
H -0.09 0.02 -0.05
H 0.01 -0.01 0.00
H -0.01 -0.06 -0.01
H 0.06 -0.04 0.05
H -0.04 -0.05 0.05
C 0.16 0.00 0.03
C -0.07 0.03 -0.09
C 0.06 -0.02 0.01
C -0.07 0.02 -0.01
C 0.02 -0.09 0.00
C -0.02 0.07 0.04
H -0.01 -0.01 -0.01
H -0.04 0.02 -0.01
H -0.06 0.01 -0.01
H 0.01 -0.03 0.00
H 0.03 0.01 0.04
H -0.01 -0.01 0.01
H 0.00 0.02 0.00
H -0.01 -0.01 0.01
H 0.00 0.00 -0.02
H -0.01 0.02 0.01
H -0.02 0.01 -0.01
H 0.01 0.00 -0.02
H 0.01 -0.02 0.00
H 0.01 -0.01 -0.01
C -0.02 -0.02 -0.08
C 0.09 -0.03 0.07
C 0.01 0.03 -0.05
C 0.01 -0.03 0.02
C -0.01 0.09 -0.02
C -0.03 -0.07 0.03
H 0.01 0.01 0.02
H 0.00 -0.01 0.02
H -0.01 0.03 0.03
H 0.00 0.03 -0.01
H -0.03 -0.03 -0.03
H -0.01 0.01 0.00
H 0.01 -0.02 0.00
H -0.01 0.01 0.00
H 0.01 0.00 0.00
H -0.01 -0.02 0.01
H 0.01 -0.01 0.01
H 0.02 0.00 -0.01
H 0.00 0.02 -0.01
H 0.01 0.01 0.00


(4)
Computed, not measured: the molecule C8H15ClSi, with ωB97M-V with the def2-TZVPD basis set.

Values from the calculation:
- LUMO energy: 0.840 eV
- Energy relative to the best compared isomer or geometry (same formula, charge and spin): 161.87 kJ/mol
- Multiplicity: 1
- Net charge: 0

Element x y z (Å)
1 C -0.73167 -2.81698 1.18295
2 C -0.69124 -1.65453 0.90799
3 C -0.63898 -0.35616 0.32759
4 Cl -2.35139 0.06823 -0.01753
5 C -0.07025 0.63097 1.37169
6 C 1.48320 0.59502 1.43991
7 C -0.88748 0.52798 2.63870
8 Si 0.17371 -0.31599 -1.48421
9 C 0.14314 1.46830 -2.12935
10 C -0.86894 -1.56283 -2.49717
11 H -0.52451 -3.82007 1.39183
12 H -0.11240 1.56305 0.85911
13 H 1.74213 -0.40185 1.72456
14 H 1.91918 0.88452 0.57247
15 H 1.72675 1.11146 2.32812
16 H -1.30895 -0.36887 2.91276
17 H -1.73798 1.19261 2.73208
18 H -0.20208 0.77715 3.60374
19 H 1.43993 -0.84809 -1.24872
20 H -0.50060 1.51347 -2.90130
21 H -0.11018 2.19447 -1.35837
22 H 1.14421 1.77220 -2.53882
23 H -1.90135 -1.19950 -2.48278
24 H -0.58822 -1.62828 -3.49544
25 H -0.69588 -2.41170 -2.01323

Cartesian forces, eV/Å:
C 0.49 0.12 0.13
C 0.25 -0.99 -0.86
C 0.62 0.67 -0.39
Cl -0.83 0.60 -0.10
C 0.40 -0.03 -1.56
C -2.98 -2.60 3.19
C 2.62 3.09 3.06
Si -2.42 0.30 0.29
C 3.37 -0.43 2.29
C -0.52 4.93 0.08
H -0.22 -0.78 0.31
H -1.26 1.30 0.11
H 0.68 -1.03 -0.28
H 1.44 1.05 -2.40
H 0.68 1.34 0.56
H -0.51 -2.61 -0.06
H 0.09 0.58 -0.43
H -1.40 -0.34 -2.15
H 1.89 -0.57 0.09
H -2.47 0.34 -2.58
H -0.16 -0.03 -0.02
H -0.74 -0.36 0.42
H 0.08 -0.45 0.24
H 0.76 -0.17 -1.84
H 0.15 -3.94 1.92